Here is a 10-piece molecular cluster, C44H90F6N12O14S6 overall in a non-equilibrium geometry from the OMol25 dataset. Energies are from ωB97M-V/def2-TZVPD.

Each line ends with the Mulliken charge.
Positions of all 172 atoms, in Å:
O  -5.12984  17.11190  13.20691  -0.610
C  6.28519  23.19956  17.28486  -1.244
H  0.74863  13.38856  13.97502  0.470
C  2.62725  24.27407  17.42701  -0.898
N  2.95748  11.60359  12.27315  0.182
C  1.49172  12.93692  13.33452  -0.266
H  -0.61195  18.66710  15.48322  -0.460
C  4.08689  24.26604  18.00618  -0.813
C  5.50655  25.28915  16.09692  -0.767
S  1.00004  19.78484  12.21044  0.189
C  2.98273  12.83784  11.69358  -0.380
O  0.48539  20.13713  10.91167  -0.607
H  9.04362  21.32595  15.83693  0.335
H  5.86404  22.31549  17.76357  0.587
H  -2.32937  24.71222  18.12589  0.263
H  8.27823  21.36087  17.45518  0.354
C  8.35116  20.14848  12.59333  -0.574
O  3.88635  20.67879  13.73497  0.574
H  1.93894  18.73836  15.09267  0.904
H  2.31007  15.28186  11.00145  0.536
H  2.52259  15.67787  12.73692  -0.629
H  3.52155  10.17290  10.89940  0.342
H  5.88628  25.01329  15.11315  0.224
H  3.92633  26.09392  12.55373  0.205
H  8.35976  17.28229  13.29858  0.357
C  1.00670  15.66062  15.68614  -0.661
O  4.76679  23.96632  11.17159  -0.505
H  -1.94439  23.09363  15.18423  -0.665
H  -0.20125  14.90477  11.44279  0.521
H  6.76482  23.80032  18.05761  0.419
F  -5.32263  15.86289  11.19356  -0.267
F  6.07756  21.95382  11.09162  -0.313
C  1.23499  25.57612  11.74929  -0.719
C  10.83610  19.47912  13.09013  -0.295
C  -1.80059  22.71248  16.19525  0.877
H  0.12930  15.50547  13.09682  -0.101
N  -0.21705  25.05150  11.77927  0.551
H  6.50427  20.85934  13.39833  -0.439
H  6.61277  19.20253  13.63997  0.078
F  8.39971  25.97862  10.35681  -0.277
S  7.42758  25.39848  11.46557  1.071
N  -3.95614  23.85747  17.09111  0.586
N  2.87574  16.75103  15.24633  0.795
C  4.22717  17.22185  15.17750  -1.369
H  -2.64942  17.73581  14.84631  0.557
C  -3.07677  22.56370  16.96951  -1.120
H  12.44554  18.05219  13.69544  0.388
S  6.03840  23.48910  11.62782  0.958
O  5.03944  15.53861  10.55026  -0.755
H  4.50081  23.10180  14.87058  0.096
C  7.24137  20.09301  13.63820  0.407
N  9.46353  19.21331  13.04408  0.286
C  1.94425  15.10414  12.01273  0.405
N  1.24246  20.90684  13.20959  0.400
H  -0.69439  25.06118  9.60510  0.478
N  -4.33867  18.20442  10.92532  -0.638
H  -4.76135  23.07136  18.87164  0.444
H  1.90846  24.80402  11.37727  0.133
C  4.24293  23.02269  15.92668  -1.048
C  -1.68514  23.12461  12.25131  0.586
O  -3.28137  19.29362  12.93286  -0.534
H  -2.05318  16.04465  15.02099  0.453
N  10.48467  17.29528  13.66618  0.261
O  6.34793  23.31149  13.03609  -0.099
H  -3.75849  24.47062  15.03205  0.164
C  -0.51852  23.88972  12.75978  0.559
H  3.79769  9.72123  12.61597  0.298
H  4.80133  16.79892  16.00186  0.487
C  -0.89725  21.45674  15.97375  -0.676
O  -3.09086  16.06333  12.18460  -0.436
H  4.67326  25.98428  15.99438  0.304
S  -4.32361  16.82635  12.00192  1.050
H  -0.73002  21.00059  16.94948  0.707
O  6.36158  26.40362  11.48844  -0.589
N  0.64499  16.98390  15.48705  0.922
C  1.73032  26.08666  13.11295  0.848
N  5.03367  23.98017  16.82236  0.892
C  -3.20704  25.06004  17.58108  -0.558
H  2.28903  22.31099  16.61834  0.204
H  1.73641  25.27334  13.83861  -0.481
H  11.17954  20.47790  12.86455  0.491
H  4.26422  25.25045  18.43931  0.391
H  0.38731  23.28902  12.84172  -0.849
H  3.71949  13.25183  11.02112  0.536
H  -5.11292  23.30454  15.34567  0.385
C  8.49515  21.93574  16.55486  -1.452
H  0.29712  14.91846  16.02096  0.532
O  1.76064  18.52374  12.30772  -0.214
C  2.00363  11.61314  13.29358  -0.686
H  8.13429  19.89147  11.55650  0.241
H  3.53627  26.99109  13.94735  0.340
S  2.88973  20.99970  12.76693  -0.078
C  3.82154  10.52929  11.88484  -0.822
H  6.64350  22.23808  15.45545  -0.389
H  1.93264  24.03723  18.23294  0.479
F  -3.16440  20.14571  10.73360  -0.320
H  4.19418  18.22014  12.02102  -0.318
H  9.16369  22.73225  16.88155  0.464
O  -1.82049  18.37241  11.17075  -0.520
H  7.51424  20.33602  14.66513  0.134
F  -0.35836  19.35568  12.96790  0.271
H  3.24207  27.66549  12.40524  0.454
H  -1.83276  22.45505  10.17486  0.443
H  4.66142  16.79186  14.27493  0.373
H  -2.18439  25.61622  12.24730  0.402
N  7.27419  23.89396  10.67522  -0.548
C  7.29371  22.81839  16.11010  0.858
H  3.08813  14.63006  15.53371  0.489
F  2.97332  22.65435  12.78736  -0.199
H  -1.04433  17.64909  16.69954  0.409
H  4.27312  18.31063  15.20081  0.111
H  -1.58918  22.04803  12.39230  -0.584
C  5.31834  16.56061  11.20092  0.027
C  11.40843  18.29519  13.51724  -0.566
H  4.85624  10.81804  11.70012  0.343
H  -1.33494  20.84616  15.18399  -0.072
N  2.08372  13.67587  12.30372  0.299
H  2.44496  25.27419  17.03377  0.357
C  -1.24753  26.12558  12.02159  -0.992
C  -4.57285  24.18362  15.69729  -0.888
H  1.76560  10.75578  13.90568  0.423
H  -6.10747  25.56762  17.96280  0.347
H  0.07539  21.75040  15.57899  -0.283
H  8.88279  21.09728  12.52082  0.145
C  1.80671  17.67187  15.19999  -2.031
C  2.41587  15.47415  15.48913  -0.575
H  -2.84222  25.73195  16.80420  0.338
H  -4.27719  26.85056  18.38477  0.280
H  7.51022  23.61056  15.39337  0.368
H  -6.05653  23.34919  17.68721  0.365
C  2.70224  23.25226  16.25589  1.878
H  -1.21968  23.52799  16.62604  0.262
H  2.21834  23.72628  15.40193  -1.493
H  4.19451  23.49009  18.76408  0.452
H  6.16329  25.70124  16.86306  0.306
H  -1.49420  17.08043  13.64533  -0.344
C  9.26144  17.87461  13.34894  -0.278
H  11.85043  15.60139  14.02733  0.304
C  4.36297  17.74292  11.05568  -0.169
C  -0.72418  17.59722  15.65891  -0.241
H  -0.86795  26.75810  12.82404  0.279
H  1.11441  26.90509  13.48567  0.357
H  3.40069  17.57192  10.57312  0.195
H  10.63925  15.77256  15.17524  0.326
H  10.14213  15.23963  13.55499  0.333
H  -2.61355  23.32801  12.78496  0.189
C  10.80654  15.90498  14.10632  -0.798
C  -1.75980  23.38181  10.74397  -0.700
H  4.50177  21.99083  16.16408  0.130
H  -3.44837  25.81844  19.55159  0.377
C  -5.39007  25.08454  18.62618  -0.704
C  -1.81381  17.05426  14.68710  -0.617
O  3.28136  20.86536  11.36510  -0.634
O  6.42942  16.77496  11.82808  -0.565
H  0.34269  23.69324  10.32415  0.376
C  -5.11193  23.72918  18.07636  -0.630
C  -4.02831  25.81777  18.62868  -0.656
C  3.14485  26.73410  12.96305  -1.573
H  -2.83334  22.23404  17.97954  0.348
H  -2.64383  23.98843  10.54752  0.329
C  -0.52106  24.35194  10.41444  -0.783
H  -1.37085  26.75745  11.14203  0.295
H  1.25212  26.35594  10.98793  0.585
H  -3.73574  21.79316  16.56936  0.432
S  -3.15147  18.79929  11.57347  1.176
O  8.31513  25.32209  12.62339  -0.636
H  0.39339  16.53734  11.72909  0.126
H  -5.22288  25.05490  15.77763  0.434
H  4.72504  18.56461  10.43776  0.596
C  0.46900  15.50190  12.06111  -0.738
H  -5.89957  25.15114  19.58746  0.407
H  -0.60843  24.29868  13.76614  0.452

Cartesian forces, eV/Å:
1.81 -0.45 -2.36
0.84 0.58 -0.57
0.08 -0.19 -0.12
2.13 -0.31 -0.37
-0.83 2.46 0.23
0.77 -1.59 -0.91
0.48 -0.09 -0.56
-0.79 0.41 -0.73
-1.12 -1.18 1.36
-5.80 -7.13 -3.22
-0.98 0.75 1.60
1.10 0.55 0.89
-0.58 0.20 -0.28
0.28 -0.14 -0.12
0.08 -0.29 -0.38
-0.20 -0.22 -0.18
1.27 -0.63 0.87
-0.80 -0.73 0.94
-0.15 -0.23 -0.11
0.45 -0.14 0.22
0.06 -0.05 -0.13
-0.34 -0.36 0.17
0.39 0.15 0.29
-0.31 -0.41 -0.25
-0.54 0.37 -0.23
2.15 -0.93 -0.10
0.32 0.18 1.00
-0.67 -0.01 -0.16
0.21 -0.15 0.01
0.01 0.15 0.01
0.99 0.72 -0.12
-0.36 0.58 0.59
-0.48 0.13 0.68
-1.37 -1.68 0.81
1.12 0.89 -1.38
-0.22 -0.14 -0.03
-0.74 -0.80 -1.08
0.08 0.17 -0.27
0.51 -0.44 -0.29
-0.13 0.07 -0.08
3.69 2.18 -0.91
-0.94 0.27 -1.66
-1.32 1.51 -0.44
0.47 -1.10 -0.42
-0.29 -0.35 -0.33
-0.74 -0.19 0.43
-0.04 0.28 -0.04
-0.57 -4.66 -2.12
-0.42 -0.94 0.43
0.03 0.57 0.05
-1.20 0.77 -0.57
-0.04 -3.01 0.00
-1.16 0.43 -0.56
5.21 1.88 0.61
0.29 -0.06 0.24
-2.98 -5.61 0.79
0.02 -0.19 -0.11
-0.27 -0.39 0.18
-1.56 0.15 0.19
-0.58 -1.06 -0.33
-0.15 -0.52 -0.36
-0.33 -0.05 -0.36
-1.14 1.90 -0.59
-0.85 0.70 -0.41
-0.03 -0.34 0.02
1.93 0.79 0.76
-0.11 0.17 -0.11
0.05 0.16 0.36
-0.74 0.95 0.52
-1.96 1.32 -0.94
-0.21 -0.30 -0.06
-3.39 -1.56 2.04
-0.04 -0.64 -0.32
0.85 -2.14 0.17
-0.27 -0.39 0.16
0.76 0.88 -1.05
0.24 -0.34 -0.49
1.25 0.64 0.92
-0.26 -0.03 -0.68
0.13 0.01 -0.02
0.30 -0.30 0.09
0.64 -0.18 0.01
0.12 -0.15 -0.52
0.11 -0.24 -0.38
0.11 0.13 0.01
-0.10 2.17 0.97
-0.06 0.09 -0.22
-0.39 2.79 0.14
-0.26 2.87 -0.53
-0.65 -0.29 0.31
-0.21 0.03 0.27
2.53 4.50 -2.08
0.50 -1.01 -1.00
-0.03 -0.45 -0.11
-0.09 -0.04 -0.23
-0.72 1.34 -0.41
-0.10 -0.10 0.09
0.76 -0.42 0.24
-1.72 -0.89 0.68
0.64 -0.25 -0.20
0.23 0.16 0.34
-0.72 -0.05 -0.23
0.43 0.26 -0.14
0.40 0.56 -0.26
0.08 0.31 0.12
-1.48 3.30 3.09
-2.27 -1.52 -0.37
-0.32 0.00 0.12
-0.72 -0.32 0.98
0.10 -0.95 0.35
-0.10 -0.16 -0.16
0.51 -0.07 0.20
1.76 0.90 -0.74
1.14 0.74 -0.33
-0.05 0.48 0.58
-0.11 -0.51 0.46
1.58 -3.39 0.48
-0.26 0.01 0.14
0.83 -0.11 -0.14
0.73 -0.07 0.80
0.11 0.11 -0.18
0.25 0.38 -0.21
-0.03 0.24 0.08
-0.39 0.31 0.33
0.75 -0.56 0.88
-3.36 1.90 0.69
-0.25 -0.50 -0.40
0.62 0.05 -0.19
0.62 0.43 0.68
0.58 -0.55 -0.65
1.18 0.67 0.44
0.26 -0.12 0.48
-0.27 -0.78 -0.10
0.25 -0.04 -0.21
0.52 0.21 -0.73
-0.04 0.06 0.25
2.00 0.73 0.09
-0.02 0.62 -0.86
-0.30 0.77 0.35
0.82 0.30 -1.16
-0.40 -0.18 0.15
-0.38 -0.19 0.10
-0.03 -0.69 0.34
-0.51 0.35 0.00
0.26 -0.07 0.05
-0.14 0.49 -0.18
-0.94 0.18 0.28
0.17 2.07 -0.22
0.08 0.14 0.37
-0.56 -0.13 0.20
0.21 1.18 0.21
1.20 0.34 1.53
-1.50 -0.93 2.20
-1.30 -0.13 0.10
0.12 0.30 -0.71
-0.04 -1.11 1.14
-1.07 0.10 -0.44
0.53 -0.51 0.55
-0.15 0.32 0.24
-0.24 -0.27 -0.23
-0.64 -1.98 1.70
0.10 -0.20 -0.08
-0.16 0.19 0.12
-0.09 0.12 -0.21
7.70 5.62 0.44
-1.58 -0.01 -0.97
-0.03 -0.02 -0.05
-0.08 -0.19 0.29
0.82 -0.15 -0.03
0.25 0.51 0.42
0.22 -0.65 0.11
-0.32 0.34 -0.05

## Properties
Electronic energy: -6428.5941 Ha
Total charge: +1
Spin multiplicity: 2
Frontier orbital gap (alpha / beta): 1.86 / 5.64 eV
HOMO (alpha / beta): -0.16432 / -0.30601 Ha
Strongest force on any atom: 9.736 eV/Å